--- P ---
C6H15NO | ωB97M-V/def2-TZVPD

Last column: Mulliken charge in e.
Geometry (Å):
C (0.713, 1.185, -2.783)  -0.9947
C (-0.126, 1.214, -1.741)  -0.0321
C (-1.089, 0.174, -1.347)  -0.3941
C (-1.757, 0.269, 0.181)  -0.8144
N (-0.764, 0.332, 1.244)  -0.2851
C (-0.145, -0.999, 1.451)  0.0274
C (0.284, -1.061, 2.916)  -1.3510
H (1.118, 2.137, -3.114)  0.2742
H (1.115, 0.392, -3.384)  0.2948
H (-0.149, 2.205, -1.255)  0.2978
H (-0.659, -0.814, -1.132)  0.2046
H (-1.857, -0.049, -2.070)  0.4523
H (-2.396, -0.620, 0.208)  0.3742
H (-2.324, 1.222, 0.209)  0.3613
H (-0.040, 1.051, 1.161)  0.2691
H (0.716, -1.171, 0.770)  -0.0422
H (-0.888, -1.781, 1.289)  0.3561
H (1.198, -0.448, 3.139)  0.2886
H (-0.458, -0.702, 3.616)  0.3638
H (0.570, -2.063, 3.237)  0.3813
O (2.610, -0.362, -0.791)  -0.6582
H (2.600, 0.593, -0.885)  0.3546
H (1.729, -0.705, -0.920)  0.2715

Computed properties:
* orbital gap: 9.7 eV
* SMILES string: C=CCCNCC.O
* LUMO level: 0.97 eV

--- Q ---
C6H15NO | ωB97M-V/def2-TZVPD

Last column: Mulliken charge in e.
Geometry (Å):
C (2.762, 0.423, 1.051)  -1.1662
C (1.672, 0.750, 0.087)  0.1116
C (1.332, 1.979, -0.289)  -0.1332
C (0.220, 2.350, -1.234)  -1.1160
H (2.387, -0.145, 1.904)  0.2541
H (3.559, -0.181, 0.612)  0.2855
H (3.221, 1.350, 1.401)  0.3327
H (1.129, -0.086, -0.333)  0.3081
H (1.901, 2.807, 0.128)  0.2669
H (-0.340, 1.476, -1.563)  0.2781
H (0.680, 2.740, -2.153)  0.3248
H (-0.364, 3.174, -0.835)  0.3078
C (-2.758, -0.814, -0.506)  -0.9354
N (-1.336, -1.132, -0.318)  -0.2841
C (-1.181, -2.147, 0.692)  -0.4046
O (0.181, -2.476, 0.891)  -0.5079
H (-3.273, -1.691, -0.899)  0.3267
H (-2.897, 0.001, -1.212)  0.3040
H (-3.251, -0.541, 0.435)  0.3481
H (-0.924, -0.262, 0.005)  0.1364
H (-1.502, -1.815, 1.690)  0.2961
H (-1.752, -3.037, 0.417)  0.3620
H (0.534, -2.725, 0.032)  0.3045

Computed properties:
* orbital gap: 10.1 eV
* SMILES string: C/C=C/C.CNCO
* LUMO level: 1.04 eV

--- R ---
C6H15NO | ωB97M-V/def2-TZVPD

Last column: Mulliken charge in e.
Geometry (Å):
C (1.905, -0.019, 0.092)  -1.2052
C (0.674, -0.460, 0.451)  0.9657
C (-0.151, 0.223, 1.502)  -0.3500
C (-1.643, 0.369, 1.407)  -0.9749
C (0.068, -1.521, -0.375)  -0.8871
C (-1.316, -1.904, -0.945)  -0.5563
N (-1.609, -0.869, -2.059)  -0.6463
H (2.477, -0.339, -0.799)  0.2520
H (2.488, 0.594, 0.704)  0.3081
H (0.365, 1.222, 1.642)  0.2874
H (0.029, -0.390, 2.409)  0.2407
H (-2.016, -0.324, 2.155)  0.2708
H (-1.980, 1.326, 1.833)  0.3261
H (-1.919, 0.205, 0.350)  0.2147
H (0.464, -2.440, 0.182)  0.3580
H (0.757, -1.743, -1.280)  0.2584
H (-2.234, -1.857, -0.280)  0.2637
H (-1.333, -2.824, -1.453)  0.3490
H (-0.886, -0.122, -1.927)  0.2730
H (-2.511, -0.541, -1.972)  0.2574
O (2.454, 3.688, -0.474)  -0.6346
H (2.877, 3.769, -1.372)  0.3181
H (3.039, 3.956, 0.210)  0.3113

Computed properties:
* orbital gap: 9.5 eV
* SMILES string: C=C(CC)CCN.O
* LUMO level: 0.83 eV

--- S ---
C6H15NO | ωB97M-V/def2-TZVPD

Last column: Mulliken charge in e.
Geometry (Å):
C (0.249, 0.241, 0.602)  0.5340
C (1.176, 2.009, -0.890)  -0.7249
C (-0.613, 0.499, -0.478)  -0.7154
C (-1.757, -1.123, 0.080)  -0.5992
C (-0.074, 0.719, 1.986)  -1.6199
C (-1.229, -2.323, -0.656)  -1.0203
N (1.288, -0.606, 0.468)  -0.2637
O (2.076, 1.070, -1.532)  -0.5402
H (2.770, 1.527, -2.025)  0.2717
H (1.933, -0.684, 1.240)  0.2267
H (1.720, -0.605, -0.456)  0.2946
H (0.686, 2.625, -1.651)  0.3216
H (1.708, 2.650, -0.178)  0.3246
H (-0.335, 0.167, -1.466)  0.3852
H (-1.360, 1.266, -0.361)  0.3752
H (-2.708, -0.752, -0.301)  0.3538
H (-1.844, -1.277, 1.156)  0.3370
H (0.572, 1.573, 2.207)  0.3790
H (0.113, -0.055, 2.734)  0.4207
H (-1.112, 1.034, 2.072)  0.3674
H (-1.161, -2.139, -1.732)  0.2598
H (-0.235, -2.607, -0.292)  0.2650
H (-1.864, -3.209, -0.529)  0.3674

Computed properties:
* orbital gap (alpha / beta): 6.6 / 6.6 eV
* LUMO level (alpha / beta): 0.90 / 0.90 eV

Q: Which of them is the least stable? A: S.

--- P ---
C6H15NO | ωB97M-V/def2-TZVPD

Last column: Mulliken charge in e.
Geometry (Å):
C (-0.965, -0.215, -2.352)  -1.5232
C (-1.140, -0.604, -0.887)  1.1517
C (-2.360, -1.519, -0.737)  -1.4995
C (0.153, -1.103, -0.267)  -1.0106
C (1.248, -0.022, -0.144)  -0.8932
N (1.693, 0.159, 1.224)  -0.2541
C (0.844, 0.998, 1.990)  -0.3920
O (0.520, 2.234, 1.283)  -0.5605
H (-0.032, 0.285, -2.605)  0.3608
H (-0.948, -1.132, -2.959)  0.3635
H (-1.828, 0.363, -2.696)  0.3686
H (-1.379, 0.313, -0.379)  0.1329
H (-3.207, -1.012, -0.376)  0.3681
H (-2.692, -2.098, -1.601)  0.3127
H (-2.107, -2.206, 0.052)  0.3992
H (0.624, -1.964, -0.752)  0.3571
H (-0.127, -1.499, 0.715)  0.3842
H (0.919, 0.922, -0.582)  0.3703
H (2.079, -0.386, -0.739)  0.3891
H (2.681, 0.210, 1.384)  0.2689
H (1.271, 1.260, 2.953)  0.4528
H (-0.110, 0.527, 2.013)  0.1659
H (0.863, 2.987, 1.761)  0.2873

Computed properties:
* orbital gap: 9.7 eV
* SMILES string: CC(C)CCNCO
* LUMO level: 0.90 eV

--- Q ---
C6H15NO | ωB97M-V/def2-TZVPD

Last column: Mulliken charge in e.
Geometry (Å):
C (-0.359, 2.654, 0.901)  -1.1989
C (0.714, 1.625, 1.187)  0.4049
O (1.011, 1.600, 2.601)  -0.5332
C (0.383, 0.186, 0.823)  -0.6501
C (-0.190, -0.052, -0.594)  -0.9001
N (-0.223, -1.499, -0.834)  0.2909
C (-1.489, -2.161, -0.892)  -1.0173
C (0.877, -2.045, -1.576)  -1.0085
H (-0.266, 3.118, -0.089)  0.3085
H (-1.363, 2.241, 0.984)  0.2576
H (-0.256, 3.524, 1.554)  0.3811
H (1.651, 1.872, 0.668)  0.2111
H (1.345, 2.469, 2.835)  0.3135
H (1.265, -0.424, 0.995)  0.3102
H (-0.414, -0.135, 1.503)  0.2099
H (-1.226, 0.275, -0.587)  0.3444
H (0.430, 0.414, -1.360)  0.3501
H (-1.395, -3.220, -0.620)  0.3150
H (-1.883, -2.227, -1.930)  0.3645
H (-2.242, -1.693, -0.267)  0.3167
H (0.623, -3.060, -1.860)  0.3559
H (1.800, -1.987, -0.979)  0.2509
H (1.207, -1.476, -2.465)  0.3229

Computed properties:
* orbital gap: 8.7 eV
* SMILES string: C[C@@H](O)CCN(C)C
* LUMO level: 0.94 eV

--- R ---
C6H15NO | ωB97M-V/def2-TZVPD

Last column: Mulliken charge in e.
Geometry (Å):
C (-2.118, 1.756, -0.227)  -1.3353
C (-0.737, 1.105, -0.502)  -0.7129
C (-0.487, -0.161, 0.384)  0.5174
C (-1.562, -1.243, 0.099)  -1.5358
C (0.901, -0.808, 0.164)  0.1084
N (1.060, -1.097, -1.234)  -0.5589
C (2.001, 0.083, 0.733)  -0.6580
O (3.231, -0.699, 0.642)  -0.5566
H (-2.108, 2.203, 0.774)  0.3117
H (-2.865, 0.984, -0.271)  0.3185
H (-2.264, 2.610, -0.887)  0.3975
H (-0.743, 0.845, -1.570)  0.3311
H (0.058, 1.846, -0.417)  0.3377
H (-0.544, 0.220, 1.410)  0.3595
H (-1.669, -1.379, -0.974)  0.2677
H (-1.260, -2.177, 0.574)  0.4389
H (-2.504, -0.956, 0.556)  0.4465
H (0.914, -1.703, 0.794)  0.1995
H (1.846, -1.692, -1.444)  0.2626
H (0.962, -0.302, -1.840)  0.1636
H (1.962, 0.498, 1.739)  0.4215
H (2.234, 0.893, 0.025)  0.1706
H (3.691, -0.827, 1.472)  0.3047

Computed properties:
* orbital gap: 9.8 eV
* SMILES string: CC[C@@H](C)[C@@H](N)CO
* LUMO level: 0.93 eV

Q: Which of them is the least stable? A: Q.

--- P ---
C4H10O2 | ωB97M-V/def2-TZVPD

Last column: Mulliken charge in e.
Geometry (Å):
C (1.537, 1.021, 0.449)  -0.5283
O (1.328, -0.357, 0.358)  -0.3794
C (0.083, -0.542, -0.244)  0.5347
C (-0.178, -2.067, -0.220)  -1.2980
C (-1.160, 0.602, 0.274)  -0.7939
O (-1.486, 1.415, -0.845)  -0.5063
H (2.357, 1.211, 1.145)  0.2726
H (1.749, 1.466, -0.537)  0.2627
H (0.550, 1.385, 0.782)  0.2222
H (0.094, -0.181, -1.282)  0.2683
H (0.372, -2.622, -1.004)  0.2880
H (-1.235, -2.275, -0.383)  0.3838
H (0.138, -2.514, 0.731)  0.3436
H (-1.997, -0.052, 0.460)  0.2803
H (-1.199, 1.287, 1.166)  0.3215
H (-0.952, 2.223, -0.850)  0.3283

Computed properties:
* orbital gap: 10.4 eV
* SMILES string: CO[C@@H](C)CO
* LUMO level: 0.91 eV

--- Q ---
C4H10O2 | ωB97M-V/def2-TZVPD

Last column: Mulliken charge in e.
Geometry (Å):
C (2.410, -1.731, 0.405)  -0.9261
C (1.071, -1.729, -0.284)  -0.2084
C (0.099, -0.717, -0.668)  -0.3492
C (-1.165, -0.065, 0.183)  -0.1039
O (-0.859, 0.271, 1.534)  -0.5139
H (3.108, -2.470, -0.114)  0.2780
H (2.557, -2.076, 1.421)  0.2921
H (2.823, -0.756, 0.416)  0.3256
H (0.433, -2.615, -0.142)  0.2604
H (0.388, -0.184, -1.581)  0.3274
H (-1.398, 0.847, -0.327)  0.0386
H (-1.977, -0.879, 0.175)  0.2481
H (-0.799, -0.570, 2.001)  0.3395
O (-1.279, 3.113, -1.280)  -0.6720
H (-1.921, 3.217, -0.444)  0.3400
H (-0.605, 3.870, -1.247)  0.3238

Computed properties:
* orbital gap: 7.6 eV
* SMILES string: C/C=C\CO.O
* LUMO level: 0.13 eV

Q: Which of them is the least stable? A: Q.

--- P ---
C4H10O2 | ωB97M-V/def2-TZVPD

Last column: Mulliken charge in e.
Geometry (Å):
C (-1.410, -1.365, -0.448)  -1.1643
C (-0.238, -0.956, 0.400)  0.9703
O (-0.335, -0.708, 1.586)  -0.5808
C (1.130, -0.857, -0.256)  -0.7305
O (2.056, -0.299, 0.626)  -0.5580
H (-1.152, -2.226, -1.073)  0.3439
H (-2.262, -1.604, 0.191)  0.3265
H (-1.684, -0.541, -1.119)  0.2641
H (1.427, -1.875, -0.561)  0.3850
H (1.058, -0.256, -1.174)  0.3191
H (1.589, -0.263, 1.482)  0.3800
C (-0.062, 2.225, 0.081)  -0.9274
H (-0.465, 1.957, -0.901)  0.1990
H (-0.778, 1.945, 0.858)  0.2260
H (0.113, 3.302, 0.114)  0.3411
H (0.881, 1.699, 0.255)  0.2059

Computed properties:
* orbital gap: 11.2 eV
* SMILES string: CC(=O)CO.C
* LUMO level: 0.84 eV

--- Q ---
C4H10O2 | ωB97M-V/def2-TZVPD

Last column: Mulliken charge in e.
Geometry (Å):
C (1.277, 1.738, 0.206)  -1.0778
C (-0.036, 1.216, 0.794)  -0.1559
C (-1.125, 0.744, -0.131)  -0.6404
O (-0.271, -0.756, -0.916)  -0.4256
C (-0.494, -1.810, 0.041)  -0.2230
O (-0.862, -2.976, -0.606)  -0.5320
H (1.932, 2.163, 0.975)  0.3478
H (1.825, 0.936, -0.303)  0.2507
H (1.073, 2.520, -0.535)  0.3002
H (0.165, 0.468, 1.577)  0.2524
H (-0.554, 2.032, 1.327)  0.3626
H (-1.010, 1.342, -1.061)  0.1889
H (-0.957, -0.886, -1.590)  0.4013
H (-1.319, -1.500, 0.685)  0.3570
H (0.445, -1.892, 0.597)  0.2485
H (-0.090, -3.338, -1.060)  0.3454

Computed properties:
* orbital gap: 8.2 eV
* LUMO level: 0.55 eV

--- R ---
C4H10O2 | ωB97M-V/def2-TZVPD

Last column: Mulliken charge in e.
Geometry (Å):
C (2.374, -0.773, -0.392)  -0.7079
O (1.400, -0.115, 0.381)  -0.3547
C (0.276, 0.309, -0.365)  -0.6664
C (-0.883, 0.491, 0.617)  0.4622
C (-2.232, 0.540, -0.089)  -1.2819
O (-0.910, -0.608, 1.502)  -0.5727
H (1.920, -1.551, -1.024)  0.3294
H (2.923, -0.073, -1.038)  0.2669
H (3.075, -1.245, 0.301)  0.2437
H (0.009, -0.465, -1.103)  0.3588
H (0.495, 1.242, -0.908)  0.3251
H (-0.725, 1.427, 1.180)  0.2203
H (-2.998, 0.209, 0.617)  0.3380
H (-2.257, -0.139, -0.949)  0.3295
H (-2.488, 1.546, -0.432)  0.3403
H (0.020, -0.796, 1.702)  0.3696

Computed properties:
* orbital gap: 11.1 eV
* SMILES string: COC[C@@H](C)O
* LUMO level: 1.00 eV

--- S ---
C4H10O2 | ωB97M-V/def2-TZVPD

Last column: Mulliken charge in e.
Geometry (Å):
C (2.504, -0.446, -0.401)  -0.7073
O (1.350, -0.367, 0.399)  -0.3152
C (0.205, -0.009, -0.344)  -0.6857
C (-0.927, 0.233, 0.640)  0.4800
C (-2.183, 0.725, -0.056)  -1.3637
O (-1.248, -0.969, 1.316)  -0.5496
H (2.410, -1.224, -1.175)  0.2967
H (2.702, 0.516, -0.900)  0.2833
H (3.345, -0.687, 0.253)  0.2513
H (-0.076, -0.824, -1.034)  0.3246
H (0.402, 0.898, -0.940)  0.3861
H (-0.578, 0.994, 1.358)  0.1937
H (-2.976, 0.891, 0.678)  0.3349
H (-2.534, -0.024, -0.774)  0.3509
H (-1.993, 1.666, -0.585)  0.3725
H (-0.405, -1.373, 1.566)  0.3475

Computed properties:
* orbital gap: 11.2 eV
* SMILES string: COC[C@@H](C)O
* LUMO level: 1.00 eV

Q: Which of them is the least stable? A: Q.